1.
C25H44GeO8STeW as an isolated structure at a distorted geometry. Source: OMol25; level of theory: ωB97M-V with the def2-TZVPD basis set.

```
81
C25H44GeO8STeW (ωB97M-V with the def2-TZVPD basis set)
W 0.80629 1.05913 1.07276
Te -0.95892 -1.20442 0.29629
Ge 0.57191 1.69901 -2.10300
S -2.22307 1.27826 2.36015
O 0.23395 0.94044 3.06698
O 2.42411 2.16559 1.54867
O -1.09547 1.04217 -1.86330
O 0.49747 2.53862 -0.32647
O 1.39064 0.30307 -0.76102
O 1.66673 1.59233 4.71288
O -1.22602 1.70934 1.23322
O 2.40344 -0.07533 1.80662
C -0.36919 4.57332 -1.24676
C 2.39119 -0.71349 -2.71620
C -2.04406 1.94588 -3.91967
C -1.50985 -0.49249 -3.68857
C -0.37246 -3.09231 0.95943
C 0.71439 -7.07408 2.14622
C 2.55542 -1.84582 -0.53050
C -3.76975 1.57812 1.52951
C 0.25333 4.47463 1.15582
C -0.09971 -5.42019 0.44004
C 0.05592 -3.32748 2.27437
C 2.55686 -0.48905 -1.21517
C 2.05049 4.40152 -0.60070
C -0.46615 -4.14925 0.03272
C 0.15167 -2.23608 3.30296
C 0.62589 4.00648 -0.24214
C -0.92980 -3.94606 -1.38588
C 2.29192 1.10506 2.36205
C 0.39971 -4.62370 2.63544
C 0.33869 -5.68032 1.73653
C 1.42810 1.24120 3.60459
C -3.35894 0.53083 -2.34621
C 3.82001 0.31032 -0.93756
C -1.98522 0.75829 -2.96122
C -2.24345 2.63862 3.51123
H 3.11582 -1.45823 -3.04630
H -1.08324 2.10796 -4.41421
H 2.76638 3.97113 0.09703
H -0.15616 -7.73136 2.11114
H -0.10160 4.31737 -2.27536
H 1.46138 -7.48902 1.46844
H -1.29627 2.62456 4.04463
H 0.35961 5.55933 1.19528
H -3.32602 -0.30838 -1.64748
H 4.67370 -0.19187 -1.39493
H 1.39261 -1.09973 -2.93848
H -2.31908 2.85348 -3.37920
H -0.78226 4.22357 1.37807
H -3.67254 1.43022 -1.81556
H -1.43376 -1.33014 -2.99211
H -4.57421 1.43637 2.25190
H -3.77738 2.58633 1.12044
H -2.20140 -0.76838 -4.48600
H -3.85764 0.84473 0.73178
H 2.56416 0.19382 -3.29409
H -1.92223 -3.49173 -1.42616
H -0.37287 5.66177 -1.17966
H 4.00837 0.40581 0.12905
H 2.30210 4.07707 -1.61199
H -4.09823 0.30686 -3.11598
H -1.37421 4.20313 -1.04049
H 0.91083 4.05460 1.91439
H 1.70368 -2.44251 -0.86663
H 3.46249 -2.37928 -0.81688
H -2.39400 3.57104 2.97122
H -2.78779 1.77287 -4.69871
H -0.15955 -6.23560 -0.27197
H 0.29278 -2.65805 4.29642
H 2.14207 5.48801 -0.56465
H 1.11686 -7.09768 3.15702
H 1.00208 -1.58602 3.08781
H -0.97765 -4.89907 -1.90893
H -3.05880 2.46057 4.21296
H -0.53001 -0.32242 -4.14187
H -0.74181 -1.61222 3.32869
H 3.73982 1.30778 -1.37524
H 0.72194 -4.81197 3.65294
H -0.24956 -3.29542 -1.94363
H 2.53552 -1.77140 0.55317
```

Properties
- ΔE to the lowest compared entry with this formula, charge and spin (kJ/mol) = 226.2
- E (eV) = -119484.5862
- multiplicity = 2
- frontier orbital gap (alpha / beta) (eV) = 7.2 / 6.0
- strongest force on any atom (eV/Å) = 1.026
- net charge = +1



2.
C25H44HfO2P2 as an isolated structure at a distorted geometry. Source: OMol25; level of theory: ωB97M-V with the def2-TZVPD basis set.

```
74
C25H44HfO2P2 (ωB97M-V with the def2-TZVPD basis set)
Hf -0.05050 -2.63935 -0.36977
P 2.65447 1.14595 -3.51804
P 2.49764 2.69835 -1.05751
O 1.37732 -4.09176 0.56836
O 1.13121 -2.05849 1.30260
C -2.31115 -2.66887 2.39090
C 3.98027 2.52567 -3.39800
C -2.57165 2.28471 2.00188
C -1.28943 -5.06146 -0.30033
C -1.58124 -3.81311 2.03983
C 3.55053 3.54751 -2.36566
C -2.05409 2.84743 0.66634
C 1.47953 2.21311 -4.43485
C -2.85869 -2.39673 3.75520
C -0.65005 0.96871 -0.23594
C -2.45326 -2.39284 -1.33973
C -2.68606 -1.97470 1.23428
C 3.88021 2.35321 0.09887
C 0.52090 0.92015 0.71546
C 3.48387 0.40253 -4.97914
C 1.83196 4.22871 -0.30417
C 1.69968 -3.21980 1.43358
C -3.71476 -0.94257 1.09391
C -2.18941 -2.70402 0.10544
C -1.73313 1.77284 -0.29496
C -1.56859 -3.90008 0.58969
C -1.79269 1.06964 2.51516
C -1.31859 -4.98382 2.90260
C 0.47687 1.82261 1.95899
C -0.51152 1.14556 2.86534
H -3.22572 -3.08493 -1.74846
H -2.84909 3.43503 0.17458
H -2.16218 -2.65995 4.56169
H -2.40764 0.25223 2.91901
H 4.41520 4.02236 -1.89181
H -2.40857 1.63989 -1.13924
H 2.81936 -0.32727 -5.43648
H -3.46356 -0.24846 0.29524
H -2.19912 -5.67989 -0.39015
H -4.66935 -1.43423 0.86020
H -3.79651 -2.94488 3.95139
H 0.85234 2.78033 -3.74841
H -2.15644 -5.70740 2.87306
H 1.98576 2.90232 -5.11446
H 2.63792 4.81984 0.14533
H 0.69325 -0.06996 1.15718
H 4.11742 2.98247 -4.38576
H -0.50558 -5.70254 0.11432
H 4.38601 -0.11298 -4.65004
H 3.74676 1.17134 -5.70647
H 2.96296 4.34626 -2.83149
H 1.09645 3.98695 0.46718
H 3.48468 1.91843 1.02632
H -2.66062 3.10874 2.74027
H -1.23909 -4.67673 3.95399
H -3.10621 -1.33861 3.86010
H 4.42063 3.28187 0.32436
H -0.56010 0.25849 -1.08433
H -2.82230 -1.35772 -1.47604
H 0.16426 2.82094 1.66728
H 1.32465 4.84364 -1.05628
H -0.05925 0.56806 3.70176
H 1.42603 1.08045 0.10615
H -3.59888 1.94367 1.81890
H -1.50391 -2.49964 -1.99718
H -3.87951 -0.37490 2.00826
H 2.38522 -3.41139 2.28303
H 0.81256 1.56835 -5.00415
H 4.57762 1.64066 -0.36154
H 4.91645 2.03150 -3.11084
H -1.18942 3.52273 0.78720
H -0.39915 -5.51352 2.61758
H -1.05775 -4.77695 -1.35269
H 1.46477 1.89633 2.43112
```

Properties
- E (eV) = -50598.6942
- frontier orbital gap (eV) = 3.4
- strongest force on any atom (eV/Å) = 2.407
- net charge = +2



3.
C25H44O2P2Tb as an isolated structure at a distorted geometry. Source: OMol25; level of theory: ωB97M-V with the def2-TZVPD basis set.

```
74
C25H44O2P2Tb (ωB97M-V with the def2-TZVPD basis set)
Tb 1.44854 -0.12950 0.92941
P 0.09031 1.38254 -2.75298
P 0.16460 -1.02422 -1.15214
O 4.03671 2.44385 1.82030
O 1.97779 2.03152 1.05163
C -2.73345 1.34967 -3.57972
C -1.78297 -0.15115 -1.70618
C 1.84891 -1.30805 3.17231
C -0.20396 3.08292 -2.31462
C 1.24106 -2.33426 2.38365
C -4.85889 0.76598 -2.18670
C 0.86108 -0.30322 3.41612
C 1.18988 0.44312 -1.73885
C 1.93868 -1.95173 -0.77454
C -3.12747 1.82318 -0.61531
C 3.19041 -1.38765 3.81242
C 0.78047 1.29610 -4.42692
C -1.64744 0.00195 2.91472
C -1.14697 -2.82557 1.49579
C -1.54714 0.53453 -3.01904
C -4.48077 1.29976 -1.01312
C -0.01944 -2.13405 -2.63100
C 1.00119 0.84481 4.35049
C 4.78020 2.10282 3.04665
C -0.33721 -0.68492 2.73865
C -2.01365 0.76551 -0.51957
C -4.05019 0.55359 -3.43751
C 1.83116 -3.67677 2.11321
C 3.13323 1.58505 1.43622
C -0.11190 -1.95678 2.12999
H 1.58261 0.54792 -4.48541
H 1.41525 0.51690 5.31493
H -2.08857 -0.20789 3.90364
H 5.41551 2.96513 3.28235
H 0.23614 -3.15949 -2.33168
H 5.37721 1.19471 2.88642
H -5.90529 0.43478 -2.26602
H 1.18129 -4.28070 1.46730
H 1.72963 -2.96583 -0.41868
H 2.41424 -2.00045 -1.76464
H -1.54365 1.09253 2.82807
H -2.55833 1.53115 -4.65360
H 2.71776 -1.47610 -0.11025
H 2.82121 -3.61985 1.64192
H -0.29109 3.22914 -1.22881
H -3.84092 -0.52268 -3.57202
H 3.69140 -2.32390 3.53531
H -4.70236 0.81803 -4.28374
H 3.09467 -1.35917 4.90878
H -5.23826 1.44946 -0.22696
H 4.06887 1.92591 3.86736
H 0.02386 1.30172 4.53726
H -3.23948 2.24634 0.40088
H -2.36633 -0.33443 2.16317
H -1.11871 3.45759 -2.79802
H -1.09415 1.33873 -0.25550
H -2.20780 0.15207 0.36827
H 1.65824 1.63055 3.95202
H -1.04915 -2.15299 -3.00511
H 2.02528 0.07432 -2.35248
H 1.19661 2.28029 -4.67339
H -2.40428 -1.05342 -1.73124
H -0.01054 1.03811 -5.14708
H -1.10046 -3.83538 1.92957
H 3.84913 -0.55737 3.51991
H -1.30791 -0.20886 -3.80491
H 1.95944 -4.22688 3.05851
H -1.00083 -2.92708 0.40960
H -2.15866 -2.43507 1.65511
H -2.80978 2.66997 -1.24899
H 0.66465 -1.83955 -3.43902
H 1.62959 1.14329 -0.97014
H 0.64884 3.67109 -2.68646
H -2.81765 2.33838 -3.11958
```

Properties
- ΔE to the lowest compared entry with this formula, charge and spin (kJ/mol) = 371.7
- E (eV) = -71735.3198
- multiplicity = 7
- frontier orbital gap (alpha / beta) (eV) = 6.7 / 7.4
- strongest force on any atom (eV/Å) = 3.000
- net charge = +1



4.
A 3-piece molecular cluster, C25H44O5Si overall at a distorted geometry. Source: OMol25; level of theory: ωB97M-V with the def2-TZVPD basis set.

```
75
C25H44O5Si (ωB97M-V with the def2-TZVPD basis set)
Si 1.40919 -0.61841 -2.13988
O -8.65467 1.45438 -4.30939
O -7.76401 3.01959 -2.99571
O -6.45266 1.42899 -3.81075
O 2.69764 -1.57529 2.59304
O 3.72868 1.38235 6.35843
C -6.58302 -1.00720 -3.63961
C 2.82808 -1.32618 4.93991
C 1.98153 -2.55640 4.62214
C 3.48885 2.58762 -3.79859
C 3.15778 1.36568 -3.21468
C 1.99353 -0.52064 -0.34656
C -2.58074 -0.83920 -3.57028
C 0.82933 1.98237 -3.22373
C 3.70555 2.80552 6.21902
C 1.82437 1.04251 -2.92295
C -6.21344 0.28767 -2.93619
C -5.98913 -2.28623 -3.02498
C -1.07844 -1.16501 -3.50143
C -3.51342 -2.06966 -3.67106
C 4.21683 3.37322 7.53588
C -0.43999 -0.92874 -2.12220
C -7.62970 2.03000 -3.61956
C 2.37828 -1.99839 -2.96418
C 3.57105 -1.11752 3.62997
C 4.47091 1.02338 7.52596
C 2.48542 3.50714 -4.09893
C 1.61136 -2.30384 3.16643
C 1.15639 3.20590 -3.81148
C 5.18996 2.28541 7.98250
C -4.55428 -2.18596 -2.53372
H 2.22506 -2.06039 -4.03939
H 3.95124 0.66372 -2.99366
H -2.74431 -0.22712 -4.45661
H -6.62176 -2.58219 -2.18801
H 3.43488 -1.78527 -2.80343
H 6.13926 2.39166 7.45295
H 1.81426 -1.44338 0.18951
H 2.68975 3.12392 5.98323
H 3.05316 -0.27831 -0.36032
H 0.70294 -1.69518 3.08853
H 4.35902 3.08555 5.38586
H -9.22474 0.99467 -3.68184
H 3.82539 -0.07281 3.45053
H 0.36409 3.90097 -4.04666
H 3.77083 0.66671 8.28942
H -2.87391 -0.21429 -2.72985
H 2.58629 -3.46273 4.70612
H 5.39464 2.28994 9.05183
H -6.80878 0.42820 -2.03623
H 3.39777 3.46121 8.25307
H 4.67585 4.35380 7.42155
H 1.46020 0.30518 0.12013
H 1.45959 -3.22426 2.59974
H -6.08179 -3.07432 -3.76876
H 3.49825 -1.46004 5.78677
H 2.18870 -0.46856 5.14929
H 4.51825 2.83142 -4.01375
H -4.34612 -3.09981 -1.97887
H -7.66692 -1.10419 -3.58761
H 5.15512 0.21064 7.27804
H -0.91594 -2.19246 -3.81780
H -0.94598 -0.09724 -1.63051
H 1.10991 -2.66894 5.26548
H -6.35351 -0.89929 -4.69626
H -0.62058 -1.79485 -1.48135
H -4.42032 -1.38038 -1.81819
H -0.56988 -0.54124 -4.23760
H 2.74206 4.45234 -4.55330
H -4.02015 -2.08113 -4.63217
H 4.49201 -1.71096 3.59554
H 2.17980 -2.96473 -2.50695
H -2.88426 -2.95511 -3.63614
H -5.16087 0.35033 -2.69918
H -0.19967 1.74590 -2.99055
```

Properties
- E (eV) = -44753.3752
- frontier orbital gap (eV) = 9.6
- strongest force on any atom (eV/Å) = 1.370
- net charge = 0
- SMILES = C[Si](C)(CCCCCCCCOC(=O)O)c1ccccc1.C1CCOC1.C1CCOC1



> What is the strongest force on any atom in the first record?

1.026 eV/Å